41
Properties=species:S:1:pos:R:3 method="wB97M-V/def2-TZVPD" relative_energy_kcal_mol=0.0 e_tot_ha=-657.4156 total_charge=0 orbital_gap_ev=8.461 homo_energy_ev=-7.707 lumo_energy_ev=0.75
O 1.2478 -1.3478 1.4200
N -1.8494 -1.1054 1.9243
N 0.1492 1.6725 -1.5615
C -1.5177 -1.3788 3.3716
C -3.1506 -1.4853 1.3214
C -0.7610 1.2465 -2.6591
C 1.2646 2.5521 -2.1482
C -0.6334 1.0799 2.2164
C 1.5509 -0.8117 -2.3412
C 3.0554 -0.1272 -0.6124
C 0.7639 -1.1476 0.2232
C -1.3323 0.0866 1.1878
C 0.6155 0.7293 -0.5358
C -0.4224 -0.2884 -0.0134
C 1.5763 -0.3611 -0.8635
H 0.5882 -1.8892 1.8841
H -2.0505 -0.7443 4.1107
H -1.6664 -2.3963 3.6348
H -0.4982 -1.2980 3.5920
H -3.2186 -1.4346 0.2348
H -3.4182 -2.5629 1.6742
H -3.9570 -0.8001 1.6608
H -0.0698 0.7095 -3.2871
H -1.5231 0.4931 -2.4577
H -1.1979 2.2027 -3.2003
H 0.9240 3.5204 -2.0309
H 1.4865 2.3161 -3.2099
H 2.1740 2.5213 -1.5685
H -1.2892 1.3680 3.0070
H -0.4607 2.0026 1.6683
H 0.3290 0.6221 2.5910
H 2.1906 -1.7109 -2.3753
H 1.8480 -0.0580 -3.0818
H 0.4983 -1.1995 -2.5669
H 3.2842 0.4799 0.2742
H 3.5608 -1.0683 -0.2329
H 3.5303 0.2624 -1.4415
H 0.4129 -2.1332 -0.1233
H -2.1427 0.7203 0.9162
H 1.1690 1.3485 0.2328
H -1.0603 -0.5848 -0.8342

49
Properties=species:S:1:pos:R:3 method="wB97M-V/def2-TZVPD" spin_multiplicity=2 s_squared=0.7681 relative_energy_kcal_mol=29.6 e_tot_ha=-2190.6907 total_charge=+2 orbital_gap_ev="6.874 / 7.466" homo_energy_ev="-15.302 / -15.342" lumo_energy_ev="-8.43 / -7.88"
Ru 0.3970 -0.2629 -0.5777
C 4.8812 0.7571 -2.1797
N 3.9528 1.8453 -1.8657
C 4.4680 3.1846 -2.1154
C 2.7157 1.5727 -1.5114
O 2.2954 0.3953 -1.4200
C 1.7447 2.7157 -1.2453
O 0.5532 2.2079 -0.6595
C 0.1439 2.7631 0.5793
C 0.1511 1.6784 1.6472
O 0.6880 0.5643 1.3832
N -0.3518 1.9407 2.8316
C -0.9735 3.2090 3.1929
C -0.3638 0.9167 3.8779
H 5.8499 0.9746 -1.7345
H 5.0040 0.6723 -3.2602
H 4.5066 -0.1815 -1.7902
H 5.4361 3.2917 -1.6292
H 3.8113 3.9663 -1.7467
H 4.6117 3.3361 -3.1865
H 1.4821 3.1800 -2.1985
H 2.2048 3.4579 -0.5950
H -0.8580 3.1722 0.4478
H 0.8167 3.5651 0.8894
H -0.7473 3.9964 2.4811
H -0.6121 3.5210 4.1711
H -2.0561 3.0878 3.2539
H 0.1492 0.0278 3.5327
H -1.3936 0.6693 4.1368
H 0.1395 1.2979 4.7651
C -2.8789 -4.6047 -2.9462
C -3.1932 -3.1725 -2.5910
O -2.8340 -2.9216 -1.1873
P -1.7079 -1.9812 -0.6795
S -1.9161 -0.0594 -1.3377
S 0.2149 -2.6163 -1.0773
O -1.8796 -1.9323 0.8760
C -1.9347 -3.1649 1.6856
C -3.3337 -3.3874 2.2017
H -3.1091 -4.7725 -3.9977
H -3.4818 -5.2871 -2.3492
H -1.8242 -4.8292 -2.7851
H -4.2589 -2.9668 -2.6459
H -2.6613 -2.4654 -3.2297
H -1.2247 -3.0020 2.4927
H -1.5950 -4.0039 1.0770
H -3.6945 -2.5087 2.7347
H -3.3103 -4.2297 2.8929
H -4.0238 -3.6173 1.3915

62
Properties=species:S:1:pos:R:3 method="wB97M-V/def2-TZVPD" e_tot_ha=-2441.9453 total_charge=0 orbital_gap_ev=10.413 homo_energy_ev=-10.737 smiles="O=C(O)CCC[C@]1(P(=O)(O)O)COC(=O)O1.C[N+](=O)[O-].C[N+](=O)[O-].C[N+](=O)[O-].C[N+](=O)[O-].C[N+](=O)[O-]" lumo_energy_ev=-0.32
O -1.5142 -2.1626 -1.8605
C -1.0150 -1.3505 -2.6006
O -1.6332 -0.9602 -3.7548
C 0.2855 -0.6477 -2.3115
C 0.1199 0.2106 -1.0344
C 1.1982 0.0375 0.0302
C 2.5215 0.7913 -0.2661
P 3.9662 -0.2465 -0.7010
O 4.9835 0.4235 -1.5247
O 3.3449 -1.5680 -1.3503
O 4.5745 -0.7865 0.6805
C 2.9433 1.5920 0.9903
O 2.4341 2.8977 0.7124
C 2.0223 2.9622 -0.5703
O 1.4390 3.8773 -1.0539
O 2.3788 1.8267 -1.2244
H -1.7617 -1.7229 -4.3340
H 0.5018 0.0062 -3.1524
H 1.0367 -1.4256 -2.2134
H 0.0400 1.2617 -1.3073
H -0.8285 -0.0523 -0.5753
H 1.4302 -1.0145 0.2040
H 0.8141 0.4536 0.9638
H 4.0941 -2.0262 -1.7621
H 5.3908 -0.2829 0.8225
H 4.0198 1.7217 1.1330
H 2.5473 1.1609 1.9048
C -4.7295 -0.5346 -0.6076
N -3.9597 0.2738 0.3753
O -2.7800 0.4690 0.1502
O -4.5478 0.6805 1.3536
H -4.0657 -0.8152 -1.4177
H -5.0961 -1.4064 -0.0771
H -5.5525 0.0832 -0.9545
C 3.4817 -3.6467 -4.4948
N 2.1295 -3.2802 -4.9970
O 1.6701 -3.9241 -5.9121
O 1.5778 -2.3491 -4.4461
H 3.8457 -4.4848 -5.0759
H 4.1156 -2.7725 -4.6139
H 3.3726 -3.9052 -3.4455
C -2.4391 -3.2598 1.4561
N -3.8635 -3.6104 1.7226
O -4.1507 -4.0725 2.8015
O -4.6472 -3.4043 0.8152
H -1.8613 -3.4955 2.3415
H -2.1180 -3.8407 0.5972
H -2.4004 -2.1991 1.2246
C 0.9054 3.9478 4.3119
N 0.8632 2.4715 4.4617
O 1.3379 1.7962 3.5664
O 0.3214 2.0256 5.4464
H 1.3969 4.1849 3.3762
H -0.1221 4.2884 4.3105
H 1.4437 4.3525 5.1642
C -2.9146 2.5126 2.0562
N -2.6037 3.7640 2.8051
O -1.5514 4.3266 2.5603
O -3.4167 4.1419 3.6175
H -2.0971 2.3099 1.3751
H -3.0332 1.7172 2.7850
H -3.8452 2.6788 1.5233

45
Properties=species:S:1:pos:R:3 method="wB97M-V/def2-TZVPD" e_tot_ha=-896.7767 total_charge=+1 orbital_gap_ev=8.005 homo_energy_ev=-11.579 lumo_energy_ev=-3.57
C -1.7229 2.5410 -1.9351
C -0.7336 1.4211 -2.1970
O 0.6196 1.8991 -2.1474
C -0.8404 0.2084 -1.2494
N -2.1810 -0.0822 -0.7378
C -2.3185 -0.0742 0.7046
C -2.3383 1.3225 1.3001
O -1.0224 1.9435 1.2689
N -0.4567 2.0734 2.5280
C -0.2403 0.8962 3.4195
C 1.2788 0.8649 3.5438
N 1.5286 2.3251 3.4609
C 0.6706 2.7965 2.5431
N 0.9247 3.8286 1.7067
H -1.7661 3.2112 -2.7933
H -1.4148 3.1336 -1.0653
H -2.7209 2.1443 -1.7595
H -0.8827 1.0744 -3.2223
H 0.6027 2.7205 -1.6480
H -0.4606 -0.6678 -1.7806
H -0.1441 0.3850 -0.4243
H -2.4818 -0.9871 -1.0755
H -3.2733 -0.5380 0.9604
H -1.5281 -0.6651 1.2004
H -2.7175 1.3215 2.3226
H -2.9828 1.9752 0.7135
H -0.6855 1.1608 4.3797
H -0.7028 -0.0095 3.0466
H 1.7464 0.4021 2.6712
H 1.6309 0.4119 4.4639
H 2.4685 2.6964 3.4030
H 0.3547 4.6577 1.6937
H 1.7139 3.7705 1.0848
C 2.4702 -3.2061 -1.1913
C 2.2704 -4.5486 -1.8821
C 1.2133 -4.4904 -2.9904
C -0.1028 -4.1030 -2.4795
N -1.1370 -3.8082 -2.0757
H 1.5505 -2.8810 -0.7002
H 3.2513 -3.2760 -0.4342
H 2.7633 -2.4348 -1.9065
H 1.9802 -5.3067 -1.1527
H 3.2068 -4.8820 -2.3310
H 1.1075 -5.4589 -3.4809
H 1.5016 -3.7660 -3.7553